1.
{"formula": "C4H9NO", "method": "wB97M-V/def2-TZVPD", "species": ["O", "N", "C", "C", "C", "C", "H", "H", "H", "H", "H", "H", "H", "H", "H"], "coordinates": [[0.6884, -2.4471, 0.6786], [0.0099, 0.8630, -0.6688], [0.0591, 2.2042, -0.1187], [-1.2215, 1.4509, -0.2490], [0.5592, -0.1487, 0.2020], [-0.0536, -1.5118, -0.1105], [0.4970, 2.3268, 0.8950], [-1.9629, 1.6770, -0.9942], [1.6521, -0.1237, 0.0661], [0.0172, -1.7093, -1.1870], [-1.1191, -1.5025, 0.2448], [-1.6082, 1.1130, 0.7106], [0.3618, 0.0514, 1.2920], [0.3071, 3.0475, -0.7577], [0.2190, -3.3115, 0.6401]], "de_lowest_kj_mol": 242.45, "gap_ev": 10.28, "fmax_ev_per_a": 1.3, "homo_energy_ev": -9.3}

2.
{"formula": "C8H18Si", "method": "wB97M-V/def2-TZVPD", "species": ["Si", "C", "C", "C", "C", "C", "C", "C", "C", "H", "H", "H", "H", "H", "H", "H", "H", "H", "H", "H", "H", "H", "H", "H", "H", "H", "H"], "coordinates": [[-0.5909, -0.1277, -0.7441], [-0.9152, -1.4813, 0.7083], [2.8824, -1.3587, -0.4651], [-1.7155, 1.4089, -0.7308], [1.9120, 2.3822, 0.2995], [-1.7851, -2.6608, 0.2624], [1.9797, 0.9321, 0.1109], [2.9573, 0.1651, -0.3210], [-2.9574, 1.2567, 0.1588], [-1.0882, 2.2322, -0.3139], [3.8951, 0.4770, -0.4897], [2.8271, 2.7986, 0.8101], [3.3730, -1.9567, 0.4213], [1.8762, -1.8409, -0.5069], [3.4681, -1.7612, -1.2706], [-2.6810, -2.3988, -0.1554], [-1.3776, -1.0353, 1.5572], [-3.5640, 2.2648, 0.2638], [-2.0811, -3.2051, 1.1246], [-0.6655, -1.0588, -2.0045], [0.0204, -1.8297, 0.9978], [-3.7963, 0.6095, -0.3908], [-1.1055, -3.0360, -0.6001], [1.7159, 2.8647, -0.6559], [-2.7118, 0.9001, 1.1337], [1.1507, 2.5947, 1.1587], [-1.9802, 1.7018, -1.7227]], "de_lowest_kj_mol": 422.59, "gap_ev": 7.71, "fmax_ev_per_a": 4.6, "homo_energy_ev": -7.6}

3.
{"formula": "C34H42I2N10O2Tl", "method": "wB97M-V/def2-TZVPD", "species": ["Tl", "I", "I", "O", "O", "N", "N", "N", "N", "N", "N", "N", "N", "N", "N", "C", "C", "C", "C", "C", "C", "C", "C", "C", "C", "C", "C", "C", "C", "C", "C", "C", "C", "C", "C", "C", "C", "C", "C", "C", "C", "C", "C", "C", "C", "C", "C", "C", "C", "H", "H", "H", "H", "H", "H", "H", "H", "H", "H", "H", "H", "H", "H", "H", "H", "H", "H", "H", "H", "H", "H", "H", "H", "H", "H", "H", "H", "H", "H", "H", "H", "H", "H", "H", "H", "H", "H", "H", "H", "H", "H"], "coordinates": [[0.6560, -0.4976, -0.0588], [2.1202, 4.6796, 2.0951], [6.3978, 2.1664, 5.4863], [1.3948, 1.5807, 1.7964], [2.3162, 0.6166, -1.6884], [-0.0126, -0.6141, -5.1559], [-1.6273, 3.1865, -0.2362], [0.5496, -1.2460, -3.1344], [-3.9119, -2.6879, 2.9282], [-3.8723, 3.1853, -0.2422], [3.0032, -2.2707, -0.6424], [2.6121, -1.4050, 1.8620], [-2.3672, -3.7764, 1.6526], [-2.6516, 1.0885, -0.3693], [-3.2460, -1.8238, 0.7662], [2.3851, 1.6878, 2.5714], [-3.4654, 4.5409, 0.0967], [-4.0497, -0.6258, 0.7859], [-0.2569, 2.8917, -0.6094], [-3.8124, 0.2383, -0.4613], [-2.1613, -4.5044, 0.4182], [5.2725, -1.5582, -0.7454], [3.1629, 2.4000, -2.9266], [4.6795, 1.9633, 4.2664], [-0.6733, -1.7995, -4.9290], [3.9873, -1.4177, 1.4151], [2.9668, 0.5798, 3.2915], [-5.1074, 2.7971, 0.4095], [-2.7241, 2.3534, -0.2775], [-0.3064, -2.1694, -3.6735], [4.1467, 3.0877, 3.6551], [5.3170, -1.8361, -2.0984], [1.5804, 0.8789, -3.9823], [4.0736, 0.7283, 4.1053], [4.0839, -1.7706, -0.0524], [2.3249, -0.7714, 3.1512], [2.3331, 1.2348, -2.7933], [4.1802, -2.3316, -2.7199], [2.5065, 2.7823, -5.2065], [-3.2191, -2.6751, 1.6988], [1.7013, 1.6679, -5.1359], [3.0510, -2.5310, -1.9475], [3.0303, 2.9376, 2.8653], [0.7280, -0.3004, -4.0428], [-2.3606, -4.4678, 2.9240], [3.2439, 3.1433, -4.0725], [-1.9983, 4.5790, -0.2821], [-3.5926, -3.9166, 3.6486], [-5.3151, -2.3110, 2.9410], [-5.4352, -1.2288, 2.9627], [-3.6625, -0.4373, -1.3054], [4.4597, -0.1419, 4.6253], [-0.0781, -0.0630, -5.9894], [-1.3217, -2.2469, -5.6622], [-3.3853, -3.6993, 4.6979], [2.1334, -2.9071, -2.3856], [-1.9329, -3.8040, -0.3803], [4.5930, 4.0615, 3.8013], [-4.0689, 5.2663, -0.4526], [-3.0450, -5.0984, 0.1427], [-3.5932, 4.7280, 1.1725], [-1.3967, 5.1531, 0.4261], [-3.8132, -0.0254, 1.6744], [3.7226, 2.6813, -2.0418], [0.3838, 3.5301, -0.0078], [-4.9530, 2.4839, 1.4511], [-5.8581, -2.7039, 2.0726], [-5.7718, -2.7168, 3.8421], [4.6317, -2.1021, 1.9969], [-1.4469, -4.2285, 3.4787], [-1.8359, 4.9999, -1.2851], [1.1510, 1.3980, -6.0331], [6.1358, -1.1588, -0.2273], [-4.4280, -4.6274, 3.6020], [-4.7375, 0.7924, -0.6503], [-1.3154, -5.1816, 0.5338], [4.3870, -0.4115, 1.5422], [1.2381, -0.6430, 3.1941], [-2.4060, -5.5507, 2.7969], [-0.0810, 3.1051, -1.6722], [-5.7692, 3.6632, 0.4037], [0.0648, 1.8767, -0.3972], [-5.1215, -0.8608, 0.8173], [2.6411, -1.4032, 3.9981], [4.1681, -2.5336, -3.7825], [3.8819, 4.0204, -4.1059], [-0.6015, -3.0421, -3.1104], [2.5736, 3.3613, -6.1191], [-5.6122, 1.9988, -0.1265], [6.2226, -1.6595, -2.6656], [2.2093, -2.3318, 1.8212]], "charge": -1, "gap_ev": 6.25, "fmax_ev_per_a": 0.6, "homo_energy_ev": -4.0}

4.
{"formula": "C22H27N3OS", "method": "wB97M-V/def2-TZVPD", "species": ["S", "O", "N", "N", "N", "C", "C", "C", "C", "C", "C", "C", "C", "C", "C", "C", "C", "C", "C", "C", "C", "C", "C", "C", "C", "C", "C", "H", "H", "H", "H", "H", "H", "H", "H", "H", "H", "H", "H", "H", "H", "H", "H", "H", "H", "H", "H", "H", "H", "H", "H", "H", "H", "H"], "coordinates": [[-5.2876, 0.3165, -0.2634], [0.2229, -3.2129, 2.1044], [1.6037, -1.6152, 1.2729], [-2.7621, 0.7230, 1.0189], [2.5167, -0.4246, -1.0308], [2.8581, -2.8384, -0.4795], [-0.6945, -1.0757, 1.5551], [-0.5731, 0.2786, 1.9694], [-2.8831, -0.5474, 0.7012], [2.7422, -2.4594, 1.0113], [2.2213, -1.7998, -1.4153], [3.8879, -0.0672, -1.3339], [-1.8540, -1.4873, 0.9525], [-1.6575, 1.1464, 1.6520], [1.5680, 0.5263, -1.5974], [-6.3628, -0.8347, -0.9414], [1.5995, 1.8668, -0.8590], [0.5208, 0.7990, 2.6876], [-0.4927, 2.9847, 2.6861], [0.1701, 3.1512, -2.5290], [-1.5826, 2.5086, 2.0145], [0.4084, -2.0859, 1.6908], [-4.5740, -2.1533, -0.3444], [0.3316, 2.6901, -1.0853], [0.5579, 2.1225, 3.0352], [-5.8571, -2.0982, -0.9174], [-4.1203, -0.9255, 0.0620], [0.0401, 2.3035, -3.1967], [1.3999, 2.5111, 3.5891], [1.6507, -0.7342, 0.7728], [3.6356, -1.9131, 1.3259], [1.3215, 0.1362, 2.9802], [1.7023, 1.6688, 0.2109], [1.0444, 3.7136, -2.8504], [4.5600, -0.7878, -0.8743], [0.5650, 0.1024, -1.4860], [-1.9651, -2.5180, 0.6557], [2.6402, -3.3580, 1.6226], [2.3466, -3.7852, -0.6581], [-4.0162, -3.0655, -0.2325], [2.4626, 2.4538, -1.1773], [-0.5409, 2.1031, -0.7902], [4.0835, -0.0464, -2.4172], [-7.3125, -0.5129, -1.3205], [1.7516, 0.6799, -2.6732], [4.1063, 0.9148, -0.9207], [3.9106, -2.9840, -0.7238], [1.1360, -1.9271, -1.3735], [-0.7032, 3.7921, -2.6225], [0.3692, 3.5655, -0.4332], [-6.3804, -2.9593, -1.2936], [2.5378, -2.0105, -2.4508], [-2.4151, 3.1426, 1.7532], [-0.4380, 4.0262, 2.9672]], "de_lowest_kj_mol": 12.48, "gap_ev": 7.99, "fmax_ev_per_a": 0.9, "homo_energy_ev": -8.2}